Run a
Below is 3 unconnected molecules or ions with the total composition C5H14NO4, with properties calculated with the ωB97M-V functional and the def2-TZVPD basis.

The calculation puts the HOMO-LUMO gap at 10.99 eV. The LUMO energy comes out at -2.7949 eV. For the highest occupied orbital energy, the calculation gives -13.78 eV.

Structure (ORCA input):
```
! wB97M-V def2-TZVPD RIJCOSX def2/J DEFGRID3
* xyz 1 1
O -0.72 1.41 -1.35
C -1.64 0.63 -1.31
O -2.11 0.06 -2.44
C -2.38 0.09 -0.15
C -1.72 -1.23 0.30
C -0.24 -1.42 -0.05
C 0.57 -1.69 0.96
N 2.03 -1.61 0.87
H -1.84 0.45 -3.29
H -2.40 0.82 0.66
H -3.42 -0.13 -0.39
H -1.83 -1.35 1.39
H -2.17 -2.08 -0.21
H 0.01 -1.31 -1.08
H 0.25 -1.63 1.97
H 2.32 -1.89 -0.05
H 2.61 -1.98 1.62
H 2.40 -0.44 0.94
H 1.91 1.86 0.50
H 2.74 1.31 1.79
O 2.23 1.01 1.03
H 0.56 2.62 -0.83
H 1.35 3.72 -0.36
O 1.48 2.77 -0.53
*
```

=====

Run b
Below is 3 unconnected molecules or ions with the total composition C5H14NO4, with properties calculated with the ωB97M-V functional and the def2-TZVPD basis.

The calculation puts the HOMO-LUMO gap at 10.11 eV. The LUMO energy comes out at -3.1084 eV. For the highest occupied orbital energy, the calculation gives -13.22 eV.

Structure (ORCA input):
```
! wB97M-V def2-TZVPD RIJCOSX def2/J DEFGRID3
* xyz 1 1
O 0.29 0.92 3.01
C 0.50 0.97 1.85
O 1.67 1.38 1.29
C -0.54 0.63 0.78
C -0.75 -0.87 0.57
C -1.89 -1.17 -0.37
C -1.96 -2.35 -0.98
N -0.24 1.37 -0.52
H 2.31 1.53 2.00
H -1.49 1.02 1.09
H 0.18 -1.35 0.26
H -0.91 -1.28 1.57
H -2.70 -0.46 -0.45
H -2.68 -2.65 -1.72
H -1.19 -3.11 -0.88
H 0.74 1.56 -0.69
H -0.60 0.88 -1.36
H -0.68 2.28 -0.40
H 2.80 -0.30 -0.85
H 2.66 -1.57 -1.59
O 2.13 -0.81 -1.32
H 0.75 -0.42 -2.64
H -0.38 -0.25 -3.70
O -0.14 -0.06 -2.79
*
```

=====

Result of the stability comparison: run b is the most stable of them.

=====

Run a
Below is CH5N3O in the gas phase, with properties calculated with the ωB97M-V functional and the def2-TZVPD basis.

The calculation puts the HOMO-LUMO gap at 9.38 eV. The LUMO energy comes out at 0.2109 eV. For the highest occupied orbital energy, the calculation gives -9.17 eV.

Structure (ORCA input):
```
! wB97M-V def2-TZVPD RIJCOSX def2/J DEFGRID3
* xyz 0 1
H -1.82 -1.30 0.46
N -1.00 -0.71 0.58
C -1.06 0.39 -0.13
O -0.11 1.36 0.10
N 1.00 0.70 -0.57
N 1.55 -0.11 0.36
H -2.01 0.88 -0.39
H 0.12 0.05 -1.19
H 2.47 -0.40 0.07
H 0.86 -0.85 0.70
*
```

=====

Run b
Below is CH5N3O in the gas phase, with properties calculated with the ωB97M-V functional and the def2-TZVPD basis.

The calculation puts the HOMO-LUMO gap (spin up / spin down) at 9.78 / 8.36 eV. The LUMO energy (spin up / spin down) comes out at -0.2191 / -0.6815 eV. For the highest occupied orbital energy (spin up / spin down), the calculation gives -10.00 / -9.05 eV.

Structure (ORCA input):
```
! wB97M-V def2-TZVPD RIJCOSX def2/J DEFGRID3
* xyz 0 1
H 0.28 -2.01 -1.40
N 0.86 -1.23 -1.17
N -0.43 -0.69 -0.34
O -1.43 -1.32 -0.50
C -0.31 0.36 0.64
N 0.70 1.36 0.50
H 0.03 -0.14 1.56
H -1.35 0.64 0.83
H 0.27 2.16 -0.04
H 1.38 0.88 -0.07
*
```

=====

Run c
Below is a molecular structure, CH5N3O, with properties calculated with the ωB97M-V functional and the def2-TZVPD basis.

The calculation puts the HOMO-LUMO gap (spin up / spin down) at 9.16 / 9.16 eV. The LUMO energy (spin up / spin down) comes out at 0.2504 / 0.2507 eV. For the highest occupied orbital energy (spin up / spin down), the calculation gives -8.91 / -8.91 eV.

Structure (ORCA input):
```
! wB97M-V def2-TZVPD RIJCOSX def2/J DEFGRID3
* xyz 0 1
N 0.20 1.02 -0.20
N 0.37 -0.39 -0.16
C -0.24 -0.69 1.01
O -0.06 1.31 -1.86
N -0.38 -1.68 1.76
H -0.94 1.70 -1.82
H 1.13 1.46 -0.19
H 0.30 -0.90 -1.04
H 0.01 -2.56 1.43
H -0.38 0.73 1.07
*
```

=====

Result of the stability comparison: run b is the most stable of them.

=====

Run a
Below is C5H13NS in the gas phase, with properties calculated with the ωB97M-V functional and the def2-TZVPD basis.

The calculation puts the HOMO-LUMO gap at 9.81 eV. The LUMO energy comes out at 1.0316 eV. For the highest occupied orbital energy, the calculation gives -8.78 eV.

Structure (ORCA input):
```
! wB97M-V def2-TZVPD RIJCOSX def2/J DEFGRID3
* xyz 0 1
C -2.00 -0.68 -3.01
N -0.88 0.06 -2.41
C -0.29 -0.63 -1.27
C 1.08 -0.16 -0.74
C 0.81 1.02 0.22
C 0.01 0.57 1.47
S 0.85 0.07 3.00
H -1.67 -1.49 -3.66
H -2.63 -0.94 -2.16
H -2.66 0.05 -3.46
H -0.11 0.14 -3.08
H -0.99 -0.60 -0.43
H -0.24 -1.71 -1.49
H 1.76 0.12 -1.55
H 1.59 -0.96 -0.20
H 1.74 1.49 0.55
H 0.18 1.83 -0.13
H -0.48 -0.40 1.33
H -0.79 1.27 1.68
H 2.14 0.42 2.79
*
```

=====

Run b
Below is a molecular structure, C5H13NS, with properties calculated with the ωB97M-V functional and the def2-TZVPD basis.

The calculation puts the HOMO-LUMO gap at 8.37 eV. The LUMO energy comes out at -0.0110 eV. For the highest occupied orbital energy, the calculation gives -8.38 eV.

Structure (ORCA input):
```
! wB97M-V def2-TZVPD RIJCOSX def2/J DEFGRID3
* xyz 0 1
C 2.47 -0.22 -0.29
N 1.10 0.17 -0.38
C 0.11 -0.45 0.49
C -1.24 0.05 -0.04
C -1.73 -0.22 -1.47
S -3.32 0.47 -1.86
C 0.33 -0.09 1.95
H 3.03 0.04 0.64
H 2.60 -1.30 -0.36
H 2.93 0.23 -1.17
H 0.86 1.10 -0.69
H 0.25 -1.53 0.34
H -2.02 -0.22 0.69
H -1.14 1.19 0.14
H -1.01 0.18 -2.20
H -1.70 -1.32 -1.52
H -2.58 2.00 -1.31
H 1.26 -0.52 2.37
H 0.29 0.98 2.09
H -0.50 -0.57 2.55
*
```

=====

Run c
Below is C5H13NS in the gas phase, with properties calculated with the ωB97M-V functional and the def2-TZVPD basis.

The calculation puts the HOMO-LUMO gap at 9.62 eV. The LUMO energy comes out at 1.0456 eV. For the highest occupied orbital energy, the calculation gives -8.57 eV.

Structure (ORCA input):
```
! wB97M-V def2-TZVPD RIJCOSX def2/J DEFGRID3
* xyz 0 1
C -0.89 0.22 2.10
N -0.72 -0.08 0.72
C -1.89 0.32 -0.04
C 0.43 0.69 0.26
C 0.99 0.28 -1.10
C 1.87 -0.97 -1.09
S 1.05 -2.51 -1.58
H -0.11 -0.10 2.79
H -1.80 -0.12 2.61
H -0.91 1.32 2.28
H -1.76 -0.03 -1.05
H -2.03 1.41 0.00
H -2.79 -0.11 0.39
H 1.23 0.55 1.00
H 0.23 1.77 0.31
H 1.51 1.13 -1.56
H 0.12 0.06 -1.72
H 2.35 -1.05 -0.10
H 2.78 -0.85 -1.67
H 0.35 -1.92 -2.56
*
```

=====

Run d
Below is C5H13NS in the gas phase, with properties calculated with the ωB97M-V functional and the def2-TZVPD basis.

The calculation puts the HOMO-LUMO gap at 9.11 eV. The LUMO energy comes out at 0.9342 eV. For the highest occupied orbital energy, the calculation gives -8.17 eV.

Structure (ORCA input):
```
! wB97M-V def2-TZVPD RIJCOSX def2/J DEFGRID3
* xyz 0 1
C 1.37 0.86 1.49
C 0.54 -0.17 2.16
C -0.63 -0.63 1.31
N -0.20 -1.05 -0.05
C -0.92 -0.80 -1.31
C -0.05 0.28 -2.16
S -0.93 1.85 -2.40
H 0.88 1.02 0.52
H 1.45 1.87 2.03
H 2.47 0.59 1.34
H 1.25 -0.92 2.78
H 0.04 0.37 3.03
H -1.46 0.24 1.14
H -1.09 -1.57 1.82
H 0.48 -1.82 -0.05
H -2.02 -0.51 -1.23
H -1.01 -1.70 -1.89
H 0.96 0.52 -1.64
H 0.22 -0.10 -3.21
H -1.34 1.67 -3.66
*
```

=====

Result of the stability comparison: run c is the most stable of them.

=====

Run a
Below is C5H13NS in the gas phase, with properties calculated with the ωB97M-V functional and the def2-TZVPD basis.

The calculation puts the HOMO-LUMO gap at 9.52 eV. The LUMO energy comes out at 0.9806 eV. For the highest occupied orbital energy, the calculation gives -8.54 eV.

Structure (ORCA input):
```
! wB97M-V def2-TZVPD RIJCOSX def2/J DEFGRID3
* xyz 0 1
C 2.56 0.51 1.09
N 1.20 0.14 1.45
C 0.61 -0.99 0.74
C 1.49 -2.18 0.30
C -0.21 -0.56 -0.49
C -1.08 0.64 -0.19
S -2.41 1.15 -1.40
H 2.47 1.05 0.15
H 3.19 -0.39 1.12
H 3.03 1.17 1.81
H 0.79 0.21 2.36
H -0.13 -1.41 1.39
H 2.00 -2.73 1.07
H 2.32 -1.73 -0.26
H 0.90 -2.75 -0.41
H -0.85 -1.33 -0.92
H 0.43 -0.25 -1.32
H -0.51 1.56 -0.28
H -1.62 0.65 0.75
H -2.19 0.28 -2.40
*
```

=====

Run b
Below is 2 unconnected molecules or ions with the total composition C5H13NS, with properties calculated with the ωB97M-V functional and the def2-TZVPD basis.

The calculation puts the HOMO-LUMO gap at 9.16 eV. The LUMO energy comes out at 0.7705 eV. For the highest occupied orbital energy, the calculation gives -8.39 eV.

Structure (ORCA input):
```
! wB97M-V def2-TZVPD RIJCOSX def2/J DEFGRID3
* xyz 0 1
C 1.35 0.32 2.98
C 0.78 -0.60 2.21
C 1.58 -1.45 1.25
C -0.69 -0.72 2.04
H 2.40 0.39 2.96
H 0.86 0.98 3.76
H 1.45 -2.53 1.14
H 1.49 -0.81 0.29
H 2.68 -1.36 1.40
H -1.06 -1.68 2.03
H -1.17 -0.12 2.75
H -0.78 -0.47 0.93
C -0.88 2.16 -2.78
S -0.24 0.49 -2.46
N -1.50 -0.32 -3.33
H -1.92 2.12 -3.11
H -0.33 2.53 -3.62
H -0.74 2.67 -1.88
H -2.33 -0.54 -2.76
H -0.96 -1.06 -3.80
*
```

=====

Result of the stability comparison: run a is the most stable of them.